[1]
Below is C20H35AsCl3CsGeN3O6S2 as an isolated structure, with properties calculated with ωB97M-V with the def2-TZVPD basis set.

Structure (XYZ):
```
72
Properties=species:S:1:pos:R:3
Cs 0.68502 -0.53999 -1.24757
C -3.56584 -0.72776 -2.40962
N -2.82612 -0.47482 -1.18547
C -2.61403 0.95711 -1.00565
C -3.54918 -1.07008 -0.06630
C -2.90814 -0.95086 1.29875
C -3.43854 0.04425 2.13187
C -3.01729 0.20704 3.43857
C -2.04198 -0.65440 3.92822
C -1.49933 -1.61563 3.09217
C -1.88935 -1.80677 1.75242
H -4.57649 -0.28102 -2.37303
H -3.67429 -1.80446 -2.55754
H -3.03340 -0.30966 -3.26210
H -3.56915 1.49266 -0.85375
H -2.14415 1.35182 -1.90891
H -1.97208 1.13280 -0.14032
H -3.70202 -2.12457 -0.30370
H -4.55610 -0.61189 -0.00835
H -4.21180 0.69906 1.73939
H -3.45046 0.98106 4.06261
H -1.69554 -0.56045 4.95321
H -0.70320 -2.24153 3.48723
O 2.42375 -1.16369 -5.57073
C 2.43691 -0.95617 -4.39568
O 2.43963 -0.11094 -3.52447
C 2.49515 -2.82081 -3.34747
O 3.59318 -3.27279 -3.50545
O 1.41909 -2.96742 -2.81592
C 0.79547 -4.76203 0.40702
As -0.53785 -3.33020 0.88971
C -1.36168 -4.59239 2.18692
C -1.49565 -3.50656 -0.81770
O 0.65123 -2.14327 1.07551
H 0.31716 -5.70983 0.13827
H 1.45945 -4.92465 1.25911
H 1.38496 -4.40576 -0.43849
H -1.56469 -5.50388 1.62327
H -2.27626 -4.19424 2.62004
H -0.64661 -4.82665 2.97692
H -2.42822 -4.04296 -0.62472
H -0.88389 -4.07999 -1.51151
H -1.73904 -2.53698 -1.24620
Cl -0.89020 2.97613 -7.27570
Ge 0.56775 2.16095 -5.66210
Cl 0.39609 3.93288 -4.12591
Cl -1.03925 0.90981 -4.55528
O 0.32760 1.27971 0.94171
S 0.82530 0.82440 2.27341
C 2.62710 0.69631 2.06766
C 3.13010 2.13123 2.00700
C 2.48814 2.83019 3.20016
C 1.02216 2.37615 3.24417
H 2.81821 0.11863 1.16517
H 3.01032 0.15308 2.93579
H 2.78588 2.58438 1.07643
H 4.21799 2.19715 2.01025
H 2.56760 3.91607 3.12077
H 2.99556 2.53192 4.12139
H 0.34755 3.06107 2.72944
H 0.64669 2.20450 4.25324
C 1.49428 4.59721 -0.66979
N 2.93760 4.46372 -0.59463
C 3.64713 3.44652 -1.11679
N 2.95229 2.56648 -1.85018
S 5.30257 3.28111 -0.78462
H 1.19429 5.40863 -0.00997
H 1.00421 3.67754 -0.33522
H 1.15394 4.81996 -1.68123
H 3.48517 5.13116 -0.08063
H 2.02661 2.75695 -2.20995
H 3.42872 1.72545 -2.13516
```

As for the HOMO energy (alpha / beta): -1.76 / -3.00 eV. As for the net charge: -2. The calculation puts the largest force on an atom at 0.5 eV/A. As for the HOMO-LUMO gap (alpha / beta): 5.3 / 6.5 eV. Its expectation value of S² is 0.75. Its multiplicity is 2.

Mulliken population analysis, charges in e, atoms 1 to 4: 1.125, -0.915, 0.384, -0.860

[2]
Below is a 3-piece molecular cluster, C20H35BIN2O10P overall, with properties calculated with ωB97M-V with the def2-TZVPD basis set.

Structure (XYZ):
```
70
Properties=species:S:1:pos:R:3
O 4.91186 -2.81991 4.56928
B 4.29751 -2.25663 3.49206
O 3.95393 -3.06581 2.41500
O 4.04430 -0.88677 3.49807
C 2.92439 -0.58056 2.78188
N 1.78874 -0.97844 3.25531
C 0.69582 -0.69287 2.47560
C -0.56426 -1.14903 2.89819
C -1.67347 -0.92713 2.13024
C -1.54652 -0.21519 0.92659
C -0.33057 0.23880 0.51181
C 0.82887 0.00127 1.27196
N 2.03575 0.42817 0.79488
C 3.04677 0.12472 1.54936
P 4.69695 0.66505 0.86998
O 5.43371 -0.81064 0.77649
I 5.91538 1.74123 2.71426
H 5.38349 -3.59261 4.24188
H 3.06640 -3.42477 2.49741
H -0.64721 -1.70676 3.81666
H -2.62022 -1.31933 2.46311
H -2.41193 -0.02915 0.31030
H -0.26637 0.76462 -0.42707
H 6.37507 -0.64277 0.91745
C -0.24472 6.25441 2.82246
O -0.58418 5.96033 1.48708
C -0.25560 4.62813 1.13286
C -1.02333 4.19495 -0.09543
O -2.36923 3.82232 0.17205
C -3.29037 4.87273 0.43273
C -3.69412 5.65252 -0.79858
O -2.69353 6.59381 -1.14795
C -2.76720 6.97730 -2.50191
H 0.83585 6.16610 2.98456
H -0.54750 7.28015 3.02370
H -0.77462 5.59169 3.51678
H -0.48413 3.94650 1.96165
H 0.82136 4.58428 0.91741
H -0.54936 3.28726 -0.47548
H -0.97075 4.94551 -0.88572
H -2.92338 5.53567 1.21780
H -4.18404 4.37359 0.81397
H -4.62314 6.20089 -0.58870
H -3.86878 4.95634 -1.62764
H -2.62746 6.11193 -3.16051
H -1.96529 7.68845 -2.68954
H -3.72751 7.45636 -2.72536
C -1.74589 -7.15156 -3.64246
O -0.77851 -6.22164 -3.21370
C -0.30140 -5.41569 -4.27761
C 0.35273 -4.15950 -3.74782
O -0.56823 -3.15076 -3.35776
C -1.26729 -3.35118 -2.13744
C -0.42116 -3.13210 -0.90419
O 0.39019 -4.26574 -0.63838
C 1.50484 -3.93516 0.15117
H -1.32505 -7.85163 -4.37365
H -2.07731 -7.71184 -2.77034
H -2.61268 -6.64232 -4.07981
H -1.12656 -5.14023 -4.94545
H 0.44057 -5.99557 -4.84438
H 0.92562 -3.71739 -4.56567
H 1.05354 -4.38937 -2.94340
H -1.75404 -4.32777 -2.11462
H -2.05263 -2.59161 -2.13645
H -1.07591 -2.97636 -0.03594
H 0.20304 -2.24148 -1.04444
H 2.14145 -3.19750 -0.35133
H 2.08526 -4.84249 0.31020
H 1.18207 -3.53784 1.12661
```

As for the HOMO energy: -8.81 eV. As for the net charge: 0. The calculation puts the largest force on an atom at 1.5 eV/A. As for the HOMO-LUMO gap: 8.1 eV. Its multiplicity is 1. The SMILES is OB(O)Oc1nc2ccccc2nc1P(O)I.COCCOCCOC.COCCOCCOC.

natural (NBO) population analysis, charges in e, atoms 1 to 4: -0.879, 1.289, -0.947, -0.682

[3]
Below is C20H35Br4ClLiN5NaO8SSi as an isolated structure, with properties calculated with ωB97M-V with the def2-TZVPD basis set.

Structure (XYZ):
```
77
Properties=species:S:1:pos:R:3
C 4.84008 -3.46592 1.18795
Si 3.49932 -3.02681 -0.03768
C 2.91221 -4.69511 -0.78342
C 4.18220 -2.03833 -1.49387
O 2.17414 -2.30196 0.72010
C 2.02671 -0.93405 0.37199
C 0.96335 -0.78851 -0.70762
C -0.17406 -1.73170 -0.45393
C 0.00605 -3.13995 -0.60438
C -0.95817 -4.07282 -0.32928
C -2.25123 -3.60330 0.08434
N -3.36774 -4.31900 0.36248
S -4.49798 -3.21625 0.71412
N -3.69265 -1.84204 0.61103
C -2.46171 -2.18524 0.21647
C -1.39198 -1.27434 -0.03285
H 5.82266 -3.12604 0.84907
H 4.61164 -3.11988 2.19465
H 4.91540 -4.55423 1.25242
H 2.74425 -4.51738 -1.87524
H 1.92621 -4.89022 -0.35282
H 3.59452 -5.51644 -0.59387
H 4.79021 -1.21718 -1.10734
H 3.43548 -1.62296 -2.17394
H 4.86322 -2.69516 -2.03917
H 1.64208 -0.39101 1.23840
H 2.96230 -0.43734 0.10605
H 0.52938 0.20963 -0.61549
H 1.39557 -0.85512 -1.71045
H 0.99127 -3.48098 -0.91181
H -0.79657 -5.14282 -0.38642
H -1.52269 -0.20691 0.08833
Na -2.53154 -2.69358 -2.26912
C -0.08508 -0.82257 3.22734
C -0.36270 -0.62567 4.74365
O 0.48785 -1.09124 5.51951
O -1.42636 -0.00875 4.99632
H 0.84622 -1.36164 3.04613
H -0.90310 -1.38935 2.77991
H -0.02454 0.16187 2.74239
C -3.53071 5.70914 -2.33377
C -3.24505 4.84260 -1.12121
N -1.82763 4.48003 -0.98917
C -0.82582 4.68232 -1.91249
C 0.31997 4.15263 -1.39477
N -0.02326 3.64173 -0.16625
C -1.31469 3.86017 0.06779
C 0.87711 2.95314 0.75311
H -3.27128 5.19813 -3.26098
H -4.59156 5.94896 -2.37091
H -2.97155 6.64461 -2.29831
H -3.82040 3.91578 -1.17210
H -3.53884 5.36577 -0.21094
H -1.03948 5.17531 -2.84056
H 1.39557 4.05875 -1.74632
H -1.85322 3.57684 0.95625
H 0.48499 1.95140 0.93189
H 0.93436 3.50477 1.68756
H 1.86853 2.88131 0.31154
C -0.62817 9.14791 -2.17341
Br 0.08535 7.43685 -1.66536
Br -2.33305 9.46977 -1.33046
Br 0.60734 10.59420 -1.84618
H -0.82242 9.10650 -3.25583
Br -1.83563 -4.18571 2.73400
Cl 3.16233 4.66331 -1.36255
O -4.49081 -6.03945 2.97162
H -5.23854 -6.62876 2.76569
H -4.05770 -5.65660 2.14552
H -3.79609 -6.47573 3.51602
Li 0.77984 -4.29957 -2.77598
O -2.23185 8.76890 -4.76023
H -2.69537 8.92277 -3.93286
N 2.43871 -6.33557 1.88811
O 3.51727 -6.48068 2.48725
O 1.80538 -5.26147 1.97099
O 1.99221 -7.25969 1.15938
```

As for the HOMO energy: -3.78 eV. As for the net charge: -1. The calculation puts the largest force on an atom at 1.6 eV/A. As for the HOMO-LUMO gap: 1.2 eV. Its multiplicity is 1.

Mulliken population analysis, charges in e, atoms 1 to 4: -1.147, 0.912, -0.957, -1.398

[4]
Below is a 2-piece molecular cluster, C20H35F9O6P overall, with properties calculated with ωB97M-V with the def2-TZVPD basis set.

Structure (XYZ):
```
71
Properties=species:S:1:pos:R:3
C -1.61785 -1.27678 5.40449
C -2.31913 -0.75918 4.13109
O -1.64925 0.35451 3.61225
C -0.97378 0.13424 2.34575
C 0.53174 0.02166 2.44446
C 1.04343 -0.87104 1.31581
C 2.14747 -1.90365 1.70258
C 3.13745 -1.45341 2.73971
F 4.11782 -0.63546 2.14251
C 1.14489 1.42280 2.30464
C 2.20849 1.77517 3.31876
O 2.74221 3.11887 3.05179
C 3.64282 3.13355 1.99824
C 3.13226 4.03157 0.85137
F 1.79651 4.07492 0.78015
F 3.54090 5.31108 1.15639
C 3.76637 3.74569 -0.53528
F 3.79264 4.85953 -1.27826
F 5.06933 3.42236 -0.30050
C 3.18457 2.55934 -1.33977
F 3.32771 1.40375 -0.69601
F 3.95213 2.46344 -2.46271
C 1.73137 2.68312 -1.83699
F 0.83781 2.11684 -1.01505
F 1.35707 3.96629 -2.04746
H -0.84720 -1.97704 5.09010
H -2.35517 -1.77827 6.03664
H -1.17462 -0.41560 5.89705
H -3.35937 -0.48157 4.35129
H -2.36876 -1.59522 3.42396
H -1.40234 -0.70529 1.78984
H -1.21119 1.04383 1.75521
H 0.23285 -1.46834 0.88021
H 1.45001 -0.28580 0.47072
H 1.71025 -2.86887 1.96805
H 2.74021 -2.09963 0.79729
H 3.67693 -2.33068 3.11708
H 2.66539 -0.97692 3.59670
H 0.39039 2.21752 2.37104
H 1.57003 1.49616 1.29177
H 1.81501 1.82121 4.33142
H 3.07310 1.11322 3.29483
H 3.88037 2.13663 1.61557
H 4.59934 3.57920 2.28953
H 1.64999 2.16108 -2.79463
O -1.27923 -1.62925 -1.95445
P -2.39578 -1.83663 -2.89078
O -2.31063 -3.36905 -3.40182
C -2.55560 -4.42343 -2.46794
C -4.02188 -4.54580 -2.09067
O -1.91049 -1.08967 -4.25673
C -0.83888 -0.14514 -4.19071
C 0.49792 -0.81706 -4.44066
O -3.96613 -1.60204 -3.19219
C -4.64671 -0.54036 -2.48236
C -4.10356 0.83126 -2.83116
H -1.93923 -4.27445 -1.57688
H -2.22230 -5.34050 -2.95267
H -4.35380 -3.68269 -1.51048
H -4.18521 -5.43980 -1.48752
H -4.64518 -4.59840 -2.98339
H -0.84623 0.37342 -3.23108
H -1.02230 0.61072 -4.95764
H 0.61456 -1.72149 -3.84614
H 1.32253 -0.14091 -4.20656
H 0.58481 -1.11252 -5.48823
H -4.57418 -0.71833 -1.40681
H -5.69718 -0.61377 -2.75894
H -3.07952 0.95699 -2.47085
H -4.71605 1.60829 -2.37370
H -4.08993 0.97576 -3.91126
```

As for the HOMO energy: -1.86 eV. As for the net charge: -1. The calculation puts the largest force on an atom at 5.6 eV/A. As for the HOMO-LUMO gap: 4.2 eV. Its multiplicity is 1.

Mulliken population analysis, charges in e, atoms 1 to 4: -1.116, -0.292, -0.228, -1.028

[5]
Below is a 3-piece molecular cluster, C20H35F9O7S overall, with properties calculated with ωB97M-V with the def2-TZVPD basis set.

Structure (XYZ):
```
72
Properties=species:S:1:pos:R:3
C 3.49524 -0.21988 -0.97095
C 3.89784 1.00116 -1.72072
C 2.96939 2.31825 -2.02172
C 1.34718 1.99496 -2.12926
O 0.88597 2.48539 -0.78830
C 0.12043 3.76824 -0.79243
O -0.13658 4.62507 0.19968
O -0.39668 3.91310 -2.18845
C 0.40230 2.97382 -3.04394
C -0.28248 2.41529 -4.42445
C -0.86945 0.88718 -4.34374
C -2.51914 0.82330 -4.07453
C -2.69538 0.38478 -2.50525
C -4.25078 0.59954 -1.92667
F -4.63962 -0.43725 -0.92801
F -5.11872 0.30727 -3.13147
C -4.59158 2.13731 -1.50631
F -6.08609 2.29753 -1.66305
F -4.00143 3.16984 -2.42661
S -4.17712 2.65217 0.22991
F -5.37815 1.67732 0.96312
F -5.35099 3.93058 0.11104
F -3.02922 3.79833 -0.42435
F -2.92602 1.50728 0.43602
F -3.79909 3.25801 1.79549
H 4.10412 -1.24596 -0.97581
H 2.53945 -0.20895 -0.27301
H 5.02686 1.04768 -2.10418
H 3.37994 2.82968 -3.01111
H 3.10519 3.08763 -1.13749
H 1.12619 0.84759 -2.06233
H 1.20947 3.73929 -3.47708
H -1.20809 3.12614 -4.65035
H 0.41425 2.47213 -5.36459
H -0.39047 0.21897 -3.49639
H -0.58005 0.35025 -5.36724
H -2.97265 -0.03384 -4.76413
H -3.06728 1.80995 -4.38340
H -2.50494 -0.77389 -2.44650
H -1.89684 0.95305 -1.86597
C 3.76252 0.69267 5.42069
O 2.88183 -0.38935 5.13702
C 1.95053 -0.07093 4.09803
C 2.35354 -0.72237 2.77242
O 3.55295 -0.14014 2.25250
C 4.68870 -0.97228 2.46147
H 4.54933 0.32859 6.08736
H 4.22936 1.08160 4.51321
H 3.21581 1.49189 5.92965
H 1.84341 1.01550 3.98606
H 0.98091 -0.47392 4.40704
H 1.56525 -0.53775 2.03580
H 2.46093 -1.80829 2.88481
H 4.63542 -1.84356 1.80163
H 4.76727 -1.29742 3.50251
H 5.58474 -0.39841 2.20846
C -1.37167 -2.40846 0.60250
O -0.20300 -2.83881 1.29231
C -0.50441 -3.37831 2.58317
C -0.44117 -4.90800 2.57412
O -1.50068 -5.46577 1.79039
C -1.04922 -5.91209 0.51640
H -1.09443 -2.17551 -0.42946
H -2.14055 -3.18392 0.58842
H -1.76604 -1.50207 1.07116
H -1.48194 -3.02696 2.93716
H 0.25796 -2.99925 3.27102
H -0.57725 -5.27172 3.59750
H 0.53594 -5.25887 2.21983
H -0.44479 -6.81662 0.63411
H -0.47083 -5.14213 -0.00156
H -1.92540 -6.15565 -0.09123
```

As for the HOMO energy: -9.21 eV. As for the net charge: 0. The calculation puts the largest force on an atom at 9.7 eV/A. As for the HOMO-LUMO gap: 7.0 eV. Its multiplicity is 1. The SMILES is C=CC[C@H]1OC(=O)O[C@@H]1CCCCC(F)(F)C(F)(F)S(F)(F)(F)(F)F.COCCOC.COCCOC.

Mulliken population analysis, charges in e, atoms 1 to 4: -0.324, -0.211, -0.586, 0.454

[6]
Below is C20H36CoF5N3OPSeSi2 as an isolated structure, with properties calculated with ωB97M-V with the def2-TZVPD basis set.

Structure (XYZ):
```
70
Properties=species:S:1:pos:R:3
Co 0.34887 -0.73817 0.46336
F -4.71182 -3.50899 4.36468
C -3.51488 -3.11231 4.01752
C -3.30617 -2.61973 2.72464
F -4.31411 -2.55923 1.86877
C -2.05225 -2.20623 2.37025
F -1.87824 -1.73592 1.11310
C -0.96238 -2.25573 3.24696
Se 0.73302 -1.66717 2.79007
C -1.20801 -2.76267 4.53795
F -0.22163 -2.83637 5.40595
C -2.46501 -3.18557 4.92464
F -2.67630 -3.65377 6.13513
C -1.37935 2.18234 -3.65200
N -1.08650 0.69908 -3.96699
C -2.43817 -0.00604 -4.20904
N -3.29948 0.16852 -3.09597
C -3.52710 1.59068 -2.83859
N -2.27539 2.29405 -2.55949
C -1.67947 1.89659 -1.28317
P -1.25150 0.10062 -1.25425
C -0.32003 0.04205 -2.85608
C -2.86056 -0.55637 -1.90198
H -1.81551 2.59781 -4.56001
H -0.42170 2.65749 -3.44307
H -0.53500 0.65301 -4.82567
H -2.21952 -1.05622 -4.39763
H -2.85803 0.45423 -5.10303
H -4.20051 1.70226 -1.99140
H -3.99649 2.03690 -3.71569
H -2.37884 2.11711 -0.47497
H -0.77889 2.48176 -1.09170
H -0.13382 -0.99606 -3.13303
H 0.63820 0.55215 -2.74734
H -3.62544 -0.46620 -1.12933
H -2.76206 -1.61934 -2.13322
C 0.27758 -3.79707 -0.35262
O 0.65884 -2.47040 -0.78744
H 0.73589 -4.03542 0.60780
H 0.58120 -4.52920 -1.09722
H -0.80464 -3.80335 -0.26061
H 1.60685 -2.46225 -0.99531
C 3.59629 -1.26606 -1.10765
Si 3.43383 0.23429 0.04716
C 4.40435 1.63759 -0.71137
C 4.23890 -0.31854 1.64119
C 1.63194 0.76276 0.19460
Si 1.13044 2.00013 1.52947
C 2.19077 1.97492 3.06704
C 1.16087 3.73434 0.82373
C -0.64762 1.62989 2.13981
H 4.62927 -1.37944 -1.44234
H 2.97724 -1.20103 -2.00848
H 3.38256 -2.19313 -0.55744
H 5.45830 1.37876 -0.82796
H 4.35176 2.53310 -0.08724
H 4.01790 1.90391 -1.69865
H 5.21227 -0.75611 1.40573
H 3.67658 -1.08771 2.17794
H 4.41288 0.50288 2.33431
H 1.46751 1.30135 -0.75396
H 3.18662 2.37891 2.87755
H 2.31341 0.98062 3.50174
H 1.72321 2.60900 3.82483
H 2.15974 3.98377 0.45894
H 0.90104 4.46238 1.59556
H 0.46422 3.88382 -0.00403
H -0.63363 1.21550 3.15072
H -1.23957 0.94822 1.52104
H -1.22274 2.55898 2.19379
```

As for the HOMO energy (alpha / beta): -13.47 / -14.41 eV. As for the net charge: +2. The calculation puts the largest force on an atom at 0.3 eV/A. As for the HOMO-LUMO gap (alpha / beta): 8.3 / 5.9 eV. Its expectation value of S² is 6.03. Its multiplicity is 5.

natural (NBO) population analysis, charges in e, atoms 1 to 4: 1.215, -0.235, 0.356, 0.313

The highest net charge belongs to which entry? C20H36CoF5N3OPSeSi2